# 1
# C39H34BN14SbSe4Ti

C39H34BN14SbSe4Ti as an isolated structure (the ωB97M-V functional and the def2-TZVPD basis, the Open Molecules 2025 dataset).

Atoms and positions in Å:
Ti1 0.495 -0.049 0.268
C1 0.400 0.181 4.514
C2 -0.289 -0.036 3.329
N1 0.511 -0.592 2.415
N2 1.727 -0.740 3.005
C3 1.680 -0.275 4.260
B1 2.901 -1.289 2.172
N3 2.341 -2.405 1.256
C4 2.555 -3.729 1.333
C5 1.740 -4.346 0.405
C6 1.038 -3.299 -0.191
N4 1.416 -2.132 0.319
N5 3.447 -0.159 1.280
C7 4.475 0.678 1.508
C8 4.476 1.652 0.533
C9 3.366 1.355 -0.249
N6 2.742 0.268 0.203
N7 4.004 -1.880 3.027
C10 5.284 -2.143 2.653
C11 5.848 -2.942 3.613
C12 4.814 -3.135 4.550
N8 3.708 -2.511 4.189
H1 0.033 0.630 5.419
H2 -1.303 0.227 3.067
H3 2.544 -0.336 4.897
H4 3.258 -4.131 2.043
H5 1.669 -5.398 0.194
H6 0.303 -3.329 -0.981
H7 5.134 0.529 2.346
H8 5.144 2.488 0.437
H9 2.954 1.909 -1.083
H10 5.690 -1.758 1.733
H11 6.854 -3.321 3.639
H12 4.832 -3.699 5.469
C13 2.852 -2.409 -2.321
C14 2.387 -1.076 -2.813
C15 3.189 -0.387 -3.716
C16 2.811 0.860 -4.172
C17 1.591 1.367 -3.770
C18 0.811 0.593 -2.916
N9 1.208 -0.570 -2.395
C19 -0.555 1.036 -2.586
C20 -1.313 1.662 -3.571
C21 -2.523 2.226 -3.234
C22 -2.935 2.127 -1.922
C23 -2.177 1.413 -1.006
N10 -0.993 0.850 -1.333
C24 -2.779 1.356 0.365
C25 -2.737 2.500 1.151
C26 -3.422 2.479 2.353
C27 -4.139 1.340 2.696
C28 -4.157 0.256 1.828
C29 -4.942 -0.989 2.136
N11 -3.485 0.267 0.671
H13 2.067 -3.156 -2.401
H14 3.713 -2.739 -2.900
H15 3.145 -2.343 -1.274
H16 4.124 -0.830 -4.029
H17 3.452 1.425 -4.835
H18 1.252 2.338 -4.092
H19 -0.934 1.710 -4.580
H20 -3.125 2.741 -3.971
H21 -3.857 2.581 -1.585
H22 -2.151 3.365 0.848
H23 -3.376 3.338 3.008
H24 -4.690 1.292 3.626
H25 -5.540 -1.285 1.272
H26 -4.266 -1.812 2.368
H27 -5.605 -0.839 2.986
N12 -8.208 -4.750 -4.006
C30 -7.313 -4.405 -3.375
C31 -6.191 -3.974 -2.588
C32 -5.890 -2.617 -2.492
C33 -4.813 -2.201 -1.731
C34 -4.029 -3.149 -1.086
C35 -4.325 -4.502 -1.170
C36 -5.412 -4.915 -1.918
N13 -2.921 -2.714 -0.318
C37 -2.544 -3.162 0.930
C38 -1.504 -2.383 1.307
N14 -1.228 -1.459 0.314
C39 -2.103 -1.697 -0.640
H28 -6.512 -1.893 -2.999
H29 -4.595 -1.149 -1.595
H30 -3.697 -5.226 -0.668
H31 -5.654 -5.966 -1.998
H32 -3.067 -3.955 1.433
H33 -0.925 -2.420 2.209
H34 -2.183 -1.190 -1.583
Se1 2.960 5.057 2.125
Sb1 0.614 4.875 1.909
Se2 0.488 2.069 0.943
Se3 -0.402 5.456 -0.187
Se4 -0.752 4.457 3.808

Values from the calculation:
Charge = 0
Strongest force on any atom = 0.9 eV Å⁻¹
Kohn-Sham gap (spin up / spin down) = 5.806 / 5.806 eV

***

# 2
# C39H34Cl2N4P2RuS4

C39H34Cl2N4P2RuS4 as an isolated structure (the ωB97M-V functional and the def2-TZVPD basis, the Open Molecules 2025 dataset).

Atoms and positions in Å:
Ru1 0.278 0.922 -0.459
C1 3.108 -2.170 0.071
N1 1.933 -1.389 0.464
P1 1.995 0.237 0.961
C2 1.866 0.250 2.761
C3 1.354 1.373 3.405
C4 1.256 1.392 4.788
C5 1.668 0.291 5.526
C6 2.176 -0.832 4.885
C7 2.272 -0.856 3.503
C8 3.648 0.895 0.634
C9 3.903 1.568 -0.563
C10 5.171 2.056 -0.833
C11 6.192 1.882 0.091
C12 5.942 1.231 1.291
C13 4.674 0.743 1.566
P2 0.227 -1.579 0.150
C14 -0.110 -3.017 -0.903
C15 -1.390 -3.023 -1.457
C16 -1.859 -4.126 -2.154
C17 -1.042 -5.232 -2.327
C18 0.229 -5.244 -1.770
C19 0.688 -4.154 -1.046
C20 -0.364 -2.197 1.779
C21 -0.859 -1.326 2.747
C22 -1.218 -1.787 4.005
C23 -1.073 -3.129 4.319
C24 -0.577 -4.007 3.366
C25 -0.233 -3.547 2.104
H1 3.491 -2.779 0.893
H2 3.901 -1.498 -0.258
H3 2.868 -2.810 -0.770
H4 1.010 2.225 2.830
H5 0.851 2.261 5.289
H6 1.585 0.304 6.604
H7 2.484 -1.694 5.461
H8 2.631 -1.744 2.998
H9 3.107 1.734 -1.276
H10 5.360 2.580 -1.761
H11 7.182 2.266 -0.118
H12 6.734 1.106 2.017
H13 4.485 0.249 2.511
H14 -2.043 -2.170 -1.330
H15 -2.863 -4.108 -2.557
H16 -1.398 -6.090 -2.881
H17 0.863 -6.114 -1.879
H18 1.655 -4.227 -0.571
H19 -0.956 -0.274 2.532
H20 -1.610 -1.092 4.737
H21 -1.354 -3.493 5.299
H22 -0.472 -5.059 3.597
H23 0.117 -4.260 1.370
S1 -0.682 2.001 -2.407
C26 0.097 3.365 -1.657
C27 0.100 4.705 -2.028
C28 0.826 5.591 -1.258
C29 1.531 5.137 -0.144
C30 1.473 3.798 0.172
N2 0.765 2.943 -0.572
H24 -0.457 5.025 -2.897
H25 0.848 6.640 -1.521
H26 2.111 5.812 0.469
H27 1.998 3.387 1.024
Cl1 -0.424 -0.967 -4.250
C31 1.146 -0.224 -4.085
Cl2 1.855 -0.270 -2.422
H28 1.085 0.822 -4.359
H29 1.851 -0.779 -4.692
S2 -5.511 -1.770 -1.107
C32 -4.543 -0.540 -0.613
S3 -3.345 -0.700 0.647
C33 -2.738 0.889 0.266
N3 -3.411 1.499 -0.638
N4 -4.432 0.730 -1.105
C34 -5.198 1.266 -2.192
C35 -4.522 1.861 -3.245
C36 -5.252 2.395 -4.296
C37 -6.638 2.327 -4.287
C38 -7.299 1.732 -3.222
C39 -6.581 1.200 -2.163
S4 -1.292 1.644 0.941
H30 -3.441 1.915 -3.227
H31 -4.735 2.863 -5.123
H32 -7.204 2.741 -5.111
H33 -8.379 1.686 -3.211
H34 -7.085 0.735 -1.328

Values from the calculation:
Charge = +1
Strongest force on any atom = 0.6 eV Å⁻¹
Kohn-Sham gap (spin up / spin down) = 6.791 / 5.470 eV
Spin multiplicity = 2
Expectation value of S² = 0.76